Entry 1:
{"formula": "C12H36O9", "method": "ωB97M-V/def2-TZVPD", "orbital_gap_ev": 10.2, "e_lumo_ev": 0.5, "smiles": "C1CCOC1.C1CCOC1.C1CCOC1.O.O.O.O.O.O", "e_homo_ev": -9.73, "elements": ["C", "C", "C", "O", "C", "H", "H", "H", "H", "H", "H", "H", "H", "C", "C", "C", "O", "C", "H", "H", "H", "H", "H", "H", "H", "H", "C", "C", "C", "O", "C", "H", "H", "H", "H", "H", "H", "H", "H", "O", "H", "H", "O", "H", "H", "O", "H", "H", "O", "H", "H", "O", "H", "H", "O", "H", "H"], "coordinates": [[-0.47979, 1.33648, -4.71165], [-0.14325, 2.76981, -4.96783], [-0.11318, 2.92048, -6.49840], [-0.92011, 1.82743, -6.97943], [-0.44252, 0.72797, -6.15610], [-1.43057, 1.07938, -4.31016], [0.30577, 0.85648, -4.10163], [0.81798, 3.00380, -4.55058], [-0.82334, 3.45421, -4.52614], [0.92633, 2.78898, -6.79555], [-0.46483, 3.88405, -6.79768], [0.54583, 0.40802, -6.42194], [-1.11855, -0.08392, -6.31072], [0.32700, 4.09790, 3.62635], [0.18114, 3.70880, 5.14331], [-0.10979, 2.20834, 5.06834], [-0.01347, 1.80949, 3.66770], [0.78890, 2.80298, 2.99410], [0.91635, 5.00359, 3.40588], [-0.65380, 4.25464, 3.15017], [-0.60618, 4.30918, 5.57012], [1.09254, 3.83418, 5.72166], [-1.10423, 1.91457, 5.36206], [0.62972, 1.65341, 5.61057], [0.57463, 2.65404, 1.92248], [1.82508, 2.48156, 3.24745], [-0.01736, -5.14765, 0.93751], [0.65034, -4.73893, 2.25874], [-0.44453, -3.87112, 2.92859], [-1.39885, -3.50742, 1.91891], [-0.85924, -3.97285, 0.57887], [-0.63481, -6.01714, 1.14499], [0.78349, -5.30535, 0.22201], [1.59358, -4.31773, 1.94578], [0.92423, -5.68900, 2.85842], [-0.03303, -2.94994, 3.34002], [-0.96502, -4.37804, 3.70114], [-0.38240, -3.08718, 0.14497], [-1.72450, -4.20868, -0.05178], [0.13430, 2.73184, -1.35584], [0.65009, 2.73912, -2.19068], [-0.18986, 1.82275, -1.30907], [-1.52920, -0.73905, 1.23273], [-1.51733, -0.10795, 1.96116], [-1.55817, -1.62589, 1.64702], [0.02156, -2.69694, -2.31610], [0.69634, -2.31057, -1.74356], [0.54790, -3.22693, -2.91725], [1.12230, -0.68920, 3.26997], [0.51686, -0.64204, 2.51793], [0.78901, 0.09280, 3.71958], [1.85075, -0.99467, -1.13881], [1.14039, -0.29519, -0.95480], [2.22822, -1.10056, -0.24351], [-0.76608, -0.21865, -1.29360], [-1.08357, -0.97409, -1.82354], [-1.05305, -0.27960, -0.35219]], "forces_ev_per_a": [[1.3594, -2.0498, -1.0830], [0.1079, 0.5679, -0.2575], [-0.0327, -1.0817, 0.8431], [1.2451, 0.0622, 0.4189], [-1.1029, 1.4617, 0.5293], [-0.7804, 0.3763, 0.6047], [-0.4871, 0.0363, -0.0634], [0.6274, 0.2168, 0.1525], [-0.8319, 0.5625, 0.4052], [0.1080, -0.0087, -0.5125], [-0.4794, 0.3514, -0.5981], [0.7554, 0.0432, -0.4038], [-0.4691, -0.5560, -0.0010], [-0.1081, 0.0248, -0.0940], [0.0696, 0.0878, -1.3227], [-0.3369, 0.0508, -1.2004], [-0.4788, 0.4159, 0.5173], [0.5697, -1.3460, 0.3097], [0.0331, -0.5601, 0.2637], [0.0579, 0.2136, 0.5697], [-0.2582, -0.0309, 0.3815], [0.1244, 0.4030, -0.1720], [-0.2752, -0.0106, 0.3708], [0.3586, -0.4033, 0.5279], [0.3073, 0.4244, 0.4001], [-0.1875, 0.7969, -0.5104], [0.6022, 0.0236, 0.4786], [-0.3595, -2.0089, 0.5320], [1.2506, 0.8410, -0.8053], [0.4536, -0.4970, -1.4592], [-1.5354, 1.1786, 1.2432], [-0.0633, -0.1877, -0.5656], [-0.2851, -0.5167, -0.3692], [0.1876, 0.9575, 0.6665], [-0.5168, 1.5945, -0.7387], [0.1548, 0.0038, 0.1414], [-0.4470, -0.6991, 0.6972], [0.3994, -0.4923, -0.0087], [0.1527, 0.0412, 0.2555], [0.6057, -0.0528, -0.7139], [-0.4937, 0.0628, 0.7923], [-0.2130, -0.1374, -0.1283], [0.1820, 0.0609, 0.5982], [-0.1703, 0.0835, -0.0141], [-0.0627, -0.2148, -0.1763], [-0.1745, -0.4511, -0.1586], [0.2709, 0.5479, 0.1897], [-0.1396, -0.1475, -0.2883], [-0.3267, -0.1945, -0.4005], [0.2582, -0.4585, -0.3073], [0.1744, 0.4933, 0.4518], [-0.6539, 1.2602, 1.5435], [0.8437, -1.4125, -0.8577], [0.0651, -0.0970, -0.6397], [-0.0407, 0.6365, 0.1136], [0.2427, 0.3204, 0.5997], [-0.2570, -0.5862, -0.7475]], "mulliken_charge": [0.051, -0.579, -0.578, -0.422, -0.632, 0.191, 0.068, 0.305, 0.276, 0.292, 0.369, 0.317, 0.346, -0.526, -0.528, -0.479, -0.386, -0.329, 0.359, 0.250, 0.303, 0.280, 0.310, 0.295, 0.261, 0.197, -0.561, -0.591, -0.186, -0.609, 0.190, 0.304, 0.334, 0.301, 0.282, 0.158, 0.303, -0.174, 0.304, -0.669, 0.303, 0.347, -0.679, 0.262, 0.374, -0.632, 0.320, 0.286, -0.663, 0.151, 0.453, -0.686, 0.318, 0.303, -0.486, 0.257, 0.374]}

=====

Entry 2:
{"formula": "C12H37N3O5Ti", "method": "ωB97M-V/def2-TZVPD", "orbital_gap_ev": [5.0, 9.4], "e_lumo_ev": [-2.5, -2.9], "s_squared": 3.7519, "e_homo_ev": [-7.47, -12.29], "spin_multiplicity": 4, "total_charge": 1, "elements": ["Ti", "C", "C", "C", "O", "C", "N", "H", "H", "H", "H", "H", "H", "H", "H", "H", "H", "H", "C", "C", "C", "O", "C", "N", "H", "H", "H", "H", "H", "H", "H", "H", "H", "H", "H", "C", "C", "C", "O", "C", "N", "H", "H", "H", "H", "H", "H", "H", "H", "H", "H", "H", "O", "H", "H", "O", "H", "H"], "coordinates": [[-1.22194, 0.30884, 0.66477], [0.46040, -1.37417, 4.65866], [0.69422, -0.69909, 3.27111], [2.08221, -1.01383, 2.69892], [3.18878, -0.23188, 3.13347], [3.80643, -0.66442, 4.35528], [-0.35771, -1.09567, 2.28040], [1.11916, -1.07658, 5.46869], [0.40258, -2.46828, 4.61360], [-0.55102, -1.08848, 4.98151], [0.78961, 0.37670, 3.44041], [1.91381, -0.70569, 1.67119], [2.31352, -2.07670, 2.71883], [4.87469, -0.54857, 4.13701], [3.62482, -1.73746, 4.46893], [3.53025, -0.12718, 5.27270], [-1.28067, -1.15907, 2.70041], [-0.16486, -2.04922, 1.98854], [-2.57976, -2.73881, -0.72706], [-2.11881, -1.64615, -1.74486], [-2.46779, -1.94792, -3.19969], [-2.06840, -3.23682, -3.48712], [-0.89982, -3.29763, -4.30331], [-2.51855, -0.25374, -1.36476], [-2.36111, -3.69218, -1.22825], [-3.66331, -2.66776, -0.58736], [-2.08900, -2.68164, 0.24386], [-1.02631, -1.65394, -1.77002], [-1.94888, -1.18914, -3.81000], [-3.53467, -1.88300, -3.40264], [-0.73132, -4.36010, -4.40550], [0.00904, -2.84294, -3.88921], [-1.05941, -2.90155, -5.31577], [-3.53373, -0.23912, -1.43108], [-2.26039, 0.36165, -2.13495], [1.44349, 3.00715, 0.77185], [1.00896, 2.60452, -0.66778], [1.96907, 3.00562, -1.78387], [1.53259, 2.61077, -3.05585], [2.19963, 3.13463, -4.16161], [0.55478, 1.18219, -0.73103], [2.01110, 2.18338, 1.20393], [0.54733, 3.12750, 1.38073], [2.04225, 3.92392, 0.78117], [0.05996, 3.11233, -0.90324], [2.97086, 2.53902, -1.60589], [2.03842, 4.12216, -1.70212], [1.60125, 2.98563, -5.07351], [3.16765, 2.63062, -4.30663], [2.38137, 4.20696, -3.99232], [0.15600, 1.06888, -1.66243], [1.38018, 0.60608, -0.75131], [-2.35671, 2.28687, 0.16647], [-3.15111, 2.51209, -0.33741], [-1.92819, 3.11127, 0.40491], [-3.04206, -0.12201, 1.96846], [-2.99096, 0.81406, 2.23090], [-3.96791, -0.35212, 1.85984]], "forces_ev_per_a": [[0.3075, 0.2044, -0.5568], [-1.3990, 0.2150, -0.5546], [0.9613, -0.7164, 1.9181], [-0.2208, 0.6307, -0.9077], [-1.1470, -0.1981, 0.6412], [0.6033, -0.4788, -0.9093], [0.4856, 0.3430, 0.1724], [0.3492, 0.1130, -0.2577], [0.4121, 0.1046, -0.2409], [0.1421, 0.0764, 0.1129], [-0.8395, 0.1063, -0.2870], [0.5484, -0.1808, -0.5764], [0.0788, -0.2779, 0.1381], [-0.1411, 0.0916, 0.5292], [-0.0194, 0.0504, 0.2829], [-0.1889, 0.0591, -0.4566], [0.0744, 0.0855, 0.5344], [0.1971, -0.0692, -0.1300], [-0.1978, 0.6514, -1.4096], [0.4302, 0.0244, 0.6097], [-0.3976, 0.5882, 0.5642], [1.0142, -0.2950, -0.8853], [-0.1940, -0.7522, -0.3199], [-0.0074, -0.6160, -0.0362], [-0.0782, 0.1722, 0.4598], [0.0471, -0.0773, 0.0793], [0.0838, 0.1159, -0.1107], [0.1824, 0.0214, 0.3624], [-0.1882, -0.2162, -0.0940], [-0.3255, 0.2050, 0.0928], [0.3319, -0.2304, -0.1254], [-0.3286, 0.1351, 0.3049], [-0.1918, 0.1401, 0.2656], [-0.1824, 0.0510, 0.4130], [0.2750, 0.0459, 0.0290], [-0.0670, -0.5562, -1.0970], [-1.4827, 0.1483, -0.1025], [1.2769, 0.3945, 0.4772], [-1.6294, -0.7337, 0.6747], [0.7985, 0.4852, -0.2513], [0.0642, 0.2657, -0.0248], [0.2412, 0.1004, 0.1057], [0.0768, 0.0890, 0.0672], [-0.1471, -0.1869, 0.0114], [0.3185, 0.3368, 0.0904], [-0.3658, 0.5055, 0.0901], [0.2806, -0.7045, -0.2480], [0.0604, 0.0561, 0.5208], [-0.0917, 0.1563, 0.0144], [0.0013, -0.1353, -0.3342], [0.1168, -0.0029, -0.0199], [0.3806, -0.4386, 0.1403], [-0.1462, -0.0646, -0.1509], [0.1098, -0.0131, 0.0227], [0.0215, 0.2112, 0.0869], [0.1023, -0.0126, 0.2115], [-0.1840, -0.0083, 0.1552], [-0.2128, -0.0143, -0.0917]], "mulliken_spin": [2.961, -0.001, 0.005, 0.010, 0.001, 0.000, -0.144, 0.000, 0.002, 0.004, 0.036, 0.032, 0.005, 0.000, 0.000, 0.000, 0.010, 0.015, 0.009, -0.052, 0.014, 0.001, 0.001, 0.011, 0.002, 0.005, -0.005, 0.021, 0.001, 0.001, 0.000, 0.000, 0.000, 0.013, 0.011, 0.063, -0.048, 0.011, -0.001, 0.000, -0.060, -0.008, 0.016, 0.003, 0.008, 0.001, -0.001, 0.000, 0.000, 0.000, 0.028, 0.003, -0.097, 0.017, 0.027, -0.008, 0.075, 0.003]}

=====

What DFT total energy values result from the calculations? In sequence: -31454.2240, -50859.1444 eV.